1.
This record from the OMol25 dataset describes C21H12IrN6OS4 as an isolated structure. The level of theory is ωB97M-V/def2-TZVPD.

* spin multiplicity: 1
* net charge: +1

Last column: natural (NBO) charge in e.
Geometry (Å):
Ir1 -1.002 -1.892 -0.338  0.696
C1 -1.878 -0.174 -4.234  0.028
C2 -1.825 -1.086 -3.188  0.041
N1 -1.311 -0.742 -2.010  -0.387
C3 -0.850 0.530 -1.869  0.105
C4 -0.919 1.408 -2.938  0.042
N2 -1.425 1.065 -4.115  -0.321
C5 -0.323 0.888 -0.539  0.262
C6 0.143 2.119 -0.119  -0.206
C7 0.558 2.275 1.205  0.031
C8 0.499 1.182 2.070  -0.146
C9 0.034 -0.032 1.600  0.168
N3 -0.367 -0.136 0.324  -0.440
C10 -0.059 -1.313 2.333  0.123
C11 0.335 -1.499 3.648  0.043
N4 0.260 -2.675 4.257  -0.323
C12 -0.205 -3.694 3.547  0.032
C13 -0.601 -3.554 2.224  0.043
N5 -0.541 -2.368 1.623  -0.402
C14 1.055 3.581 1.683  -0.050
C15 0.679 4.078 2.925  -0.244
C16 1.172 5.311 3.326  0.055
N6 1.997 6.047 2.587  -0.378
C17 2.356 5.564 1.402  0.056
C18 1.914 4.347 0.905  -0.244
H1 -2.298 -0.467 -5.188  0.231
H2 -2.196 -2.097 -3.287  0.243
H3 -0.552 2.422 -2.842  0.216
H4 0.164 2.963 -0.794  0.244
H5 0.842 1.284 3.091  0.238
H6 0.730 -0.674 4.228  0.218
H7 -0.268 -4.658 4.035  0.230
H8 -0.965 -4.384 1.634  0.244
H9 -0.012 3.544 3.565  0.223
H10 0.886 5.725 4.285  0.209
H11 3.034 6.176 0.818  0.209
H12 2.269 4.000 -0.058  0.224
O1 0.175 -5.237 -5.901  -0.504
C19 0.039 -4.790 -4.809  0.218
S1 1.225 -3.704 -4.026  0.369
C20 0.355 -3.522 -2.532  -0.469
C21 -0.877 -4.141 -2.434  -0.419
S2 -1.897 -3.919 -1.076  -0.007
S3 -1.389 -5.117 -3.777  0.373
S4 1.039 -2.634 -1.241  0.124

2.
This record from the OMol25 dataset describes C15H22ClCoO4 as an isolated structure in a non-equilibrium geometry. The level of theory is ωB97M-V/def2-TZVPD.

* ⟨S²⟩: 3.785
* spin multiplicity: 4
* net charge: +1

Last column: natural (NBO) charge in e.
Geometry (Å):
Co1 -0.911 0.242 -0.819  1.371
C1 -1.488 -1.991 1.176  -0.086
C2 -1.474 -0.689 2.016  -0.094
O1 -0.564 0.209 1.397  -0.597
C3 -0.608 1.550 1.861  -0.089
C4 0.484 2.283 1.109  -0.085
O2 0.331 2.031 -0.293  -0.588
C5 1.557 1.881 -1.017  -0.093
C6 2.096 0.475 -0.859  -0.102
O3 1.125 -0.394 -1.446  -0.593
C7 1.317 -1.788 -1.193  -0.090
C8 0.650 -2.202 0.101  -0.099
O4 -0.731 -1.866 -0.024  -0.575
H1 -2.506 -2.212 0.864  0.217
H2 -1.115 -2.835 1.758  0.198
H3 -1.153 -0.884 3.042  0.195
H4 -2.472 -0.244 2.041  0.200
H5 -0.410 1.596 2.935  0.207
H6 -1.589 1.988 1.653  0.201
H7 1.460 1.928 1.446  0.189
H8 0.409 3.355 1.295  0.214
H9 2.290 2.625 -0.700  0.210
H10 1.305 2.048 -2.064  0.226
H11 2.240 0.228 0.197  0.185
H12 3.049 0.370 -1.383  0.213
H13 2.381 -2.031 -1.164  0.207
H14 0.850 -2.308 -2.029  0.223
H15 1.094 -1.686 0.957  0.189
H16 0.760 -3.281 0.242  0.209
Cl1 -0.645 0.242 -6.665  0.037
C9 -1.280 0.307 -5.065  -0.056
C10 -1.309 1.515 -4.378  -0.234
C11 -1.827 1.573 -3.102  -0.186
C12 -2.336 0.415 -2.450  -0.194
C13 -2.915 0.483 -1.123  -0.869
C14 -2.287 -0.799 -3.188  -0.221
C15 -1.771 -0.848 -4.464  -0.204
H17 -0.937 2.409 -4.862  0.237
H18 -1.880 2.524 -2.582  0.217
H19 -3.550 -0.345 -0.826  0.221
H20 -3.279 1.454 -0.802  0.228
H21 -2.684 -1.700 -2.737  0.224
H22 -1.757 -1.780 -5.015  0.237

3.
This record from the OMol25 dataset describes a 2-piece molecular cluster, IO4P overall. The level of theory is ωB97M-V/def2-TZVPD.

* spin multiplicity: 1
* net charge: -2

Last column: natural (NBO) charge in e.
Geometry (Å):
O1 0.461 1.903 0.463  -1.185
O2 -0.737 0.542 -1.344  -1.178
O3 -1.450 0.318 1.106  -1.181
O4 1.289 -1.158 0.563  -1.095
P1 -0.449 0.775 0.100  2.478
I1 0.886 -2.379 -0.888  0.160

4.
This record from the OMol25 dataset describes C50H44BrN5O6P2ReS2 as an isolated structure in a non-equilibrium geometry. The level of theory is ωB97M-V/def2-TZVPD.

* ⟨S²⟩: 0.758
* spin multiplicity: 2
* net charge: +2

Last column: Löwdin charge in e.
Geometry (Å):
Re1 0.987 0.395 -0.656  1.742
O1 4.328 -1.279 -2.210  0.052
C1 3.957 -0.458 -3.212  -0.279
C2 3.953 -0.940 -4.521  -0.009
C3 3.518 -0.133 -5.551  -0.071
C4 3.089 1.161 -5.298  -0.081
C5 3.108 1.658 -4.005  -0.034
C6 3.546 0.859 -2.961  -0.117
C7 3.596 1.326 -1.502  -0.346
O2 2.976 0.395 -0.692  -0.269
N1 2.900 2.586 -1.362  -0.005
N2 1.564 2.488 -1.179  -0.097
C8 0.942 3.613 -0.977  -0.161
C9 -0.451 3.868 -1.023  -0.598
Br1 -1.576 2.530 -1.773  0.918
C10 -0.959 5.087 -0.709  -0.061
C11 -2.365 5.407 -0.577  -0.260
C12 -3.139 4.690 0.341  -0.064
C13 -4.450 5.049 0.569  -0.079
C14 -5.026 6.081 -0.154  -0.055
C15 -4.271 6.781 -1.082  -0.056
C16 -2.941 6.473 -1.274  -0.014
H1 4.091 -0.870 -1.352  0.076
H2 4.294 -1.945 -4.701  0.125
H3 3.493 -0.515 -6.557  0.113
H4 2.749 1.794 -6.101  0.108
H5 2.784 2.670 -3.811  0.112
H6 4.644 1.461 -1.181  0.183
H7 3.373 3.336 -0.868  0.158
H8 1.550 4.506 -0.808  0.148
H9 -0.264 5.890 -0.493  0.136
H10 -2.674 3.910 0.924  0.086
H11 -5.021 4.536 1.327  0.101
H12 -6.056 6.347 0.016  0.112
H13 -4.722 7.584 -1.641  0.113
H14 -2.353 7.025 -1.992  0.122
O3 0.788 1.209 1.338  -0.441
P1 -0.050 0.760 2.515  0.832
C17 -0.910 -0.853 2.214  -0.243
P2 -1.758 -0.925 0.578  0.826
O4 -1.108 0.062 -0.363  -0.568
C18 -3.492 -0.431 0.647  -0.270
C19 -3.758 0.933 0.635  -0.109
C20 -5.055 1.379 0.487  -0.042
C21 -6.083 0.462 0.320  -0.039
C22 -5.819 -0.899 0.345  -0.047
C23 -4.523 -1.351 0.518  -0.058
C24 -1.740 -2.587 -0.140  -0.307
C25 -1.551 -3.763 0.572  -0.073
C26 -1.642 -4.979 -0.092  -0.062
C27 -1.923 -5.021 -1.449  -0.054
C28 -2.122 -3.844 -2.155  -0.080
C29 -2.036 -2.628 -1.502  -0.096
C30 -1.191 2.097 2.975  -0.294
C31 -2.465 1.913 3.503  -0.083
C32 -3.163 3.002 4.000  -0.052
C33 -2.591 4.265 3.989  -0.050
C34 -1.332 4.455 3.440  -0.058
C35 -0.634 3.374 2.934  -0.083
C36 1.046 0.428 3.910  -0.271
C37 2.156 -0.356 3.616  -0.073
C38 3.038 -0.698 4.622  -0.039
C39 2.817 -0.244 5.913  -0.045
C40 1.726 0.564 6.197  -0.055
C41 0.828 0.898 5.199  -0.059
H15 -1.588 -1.069 3.040  0.092
H16 -0.111 -1.612 2.217  0.035
H17 -2.934 1.625 0.723  0.058
H18 -5.258 2.439 0.481  0.090
H19 -7.089 0.813 0.154  0.118
H20 -6.620 -1.610 0.218  0.117
H21 -4.308 -2.408 0.543  0.111
H22 -1.339 -3.728 1.629  0.112
H23 -1.509 -5.899 0.459  0.119
H24 -2.006 -5.972 -1.954  0.118
H25 -2.355 -3.878 -3.208  0.118
H26 -2.206 -1.699 -2.031  0.121
H27 -2.915 0.932 3.524  0.107
H28 -4.145 2.861 4.422  0.117
H29 -3.115 5.099 4.427  0.119
H30 -0.887 5.437 3.418  0.118
H31 0.357 3.499 2.518  0.112
H32 2.331 -0.683 2.603  0.064
H33 3.893 -1.313 4.388  0.119
H34 3.500 -0.517 6.702  0.116
H35 1.573 0.937 7.197  0.115
H36 -0.027 1.523 5.413  0.108
N3 4.442 -7.398 -1.840  0.146
C42 3.864 -6.301 -1.316  -0.298
C43 4.519 -5.055 -1.381  0.007
C44 3.955 -3.946 -0.794  -0.066
C45 2.710 -4.044 -0.187  -0.342
C46 2.028 -5.251 -0.140  -0.074
C47 2.597 -6.372 -0.701  -0.004
S1 2.083 -2.617 0.642  0.655
O5 3.160 -1.716 0.918  -0.291
O6 1.217 -2.972 1.734  -0.300
N4 1.108 -1.786 -0.437  -0.190
C48 1.093 -1.906 -1.752  -0.727
S2 1.149 -3.265 -2.802  1.154
C49 0.824 -2.193 -4.134  -0.314
C50 0.712 -0.910 -3.727  -0.193
N5 0.889 -0.746 -2.390  -0.109
H37 5.389 -7.346 -2.177  0.115
H38 4.044 -8.309 -1.686  0.115
H39 5.477 -4.978 -1.873  0.123
H40 4.477 -3.006 -0.781  0.099
H41 1.075 -5.292 0.363  0.101
H42 2.082 -7.318 -0.658  0.118
H43 0.713 -2.581 -5.126  0.085
H44 0.519 -0.056 -4.350  0.128

Asked for calculated total energy across the records above, the calculation gives -2908.173040 -2728.402046 -940.053670 -6787.943583 Ha in order.